44
Properties=species:S:1:pos:R:3:lowdin_charge:R:1 method="wB97M-V/def2-TZVPD" homo_lumo_gap_ha=0.391 e_homo_ev=-10.6 lumo_ev=0.1
C 1.207 2.819 1.721 -0.03
C 1.143 1.306 1.793 -0.39
O -0.238 0.946 1.710 -0.07
C 1.988 0.656 0.681 -0.11
C 3.372 0.311 1.095 -0.23
O 4.176 -0.187 0.338 0.04
H 2.145 3.321 1.925 0.08
H 0.472 3.216 2.418 0.09
H 0.911 3.200 0.741 0.09
H 1.416 0.876 2.758 0.15
H -0.710 1.222 0.911 0.08
H 1.531 -0.188 0.149 0.09
H 1.954 1.317 -0.198 0.13
H 3.658 0.551 2.136 0.13
O -1.869 1.261 -1.011 -0.11
H -1.259 0.464 -1.100 -0.01
H -2.239 1.050 -1.883 0.02
O -2.000 -1.096 2.646 -0.07
H -2.766 -0.601 2.978 0.09
H -1.489 -0.438 2.122 0.05
O -0.770 -1.079 -1.068 -0.06
H -1.098 -1.823 -1.585 0.08
H 0.180 -1.174 -0.920 0.00
O -1.484 0.727 -4.097 -0.06
H -0.635 1.036 -3.751 0.00
H -1.396 -0.186 -4.393 0.04
O -3.137 -2.430 0.651 -0.06
H -3.129 -1.596 0.184 0.03
H -3.218 -2.190 1.587 0.02
O -1.024 4.110 -1.723 -0.07
H -1.639 3.369 -1.802 0.00
H -0.421 3.935 -2.452 0.02
O 1.524 1.042 -3.265 -0.04
H 1.853 0.135 -3.274 0.04
H 2.176 1.501 -2.731 0.04
O -0.260 -3.390 0.176 -0.07
H -1.218 -3.321 0.096 0.01
H -0.017 -2.953 0.996 0.02
O -0.989 -3.513 2.807 -0.07
H -1.924 -3.700 2.653 0.04
H -0.997 -2.567 2.992 0.00
O 1.841 -1.716 -1.251 -0.07
H 2.742 -1.628 -0.886 0.06
H 1.637 -2.596 -0.875 0.07

16
Properties=species:S:1:pos:R:3:lowdin_charge:R:1 method="wB97M-V/def2-TZVPD" homo_lumo_gap_ha=0.347 e_homo_ev=-8.9 lumo_ev=0.6
C 1.468 -0.791 -1.184 -0.14
C 2.637 -0.783 -0.046 -0.55
S 2.578 0.698 1.159 0.59
H 0.583 -1.382 -0.623 0.11
H 1.285 0.157 -1.692 0.06
H 1.858 -1.481 -1.909 0.04
H 3.620 -0.924 -0.455 0.04
H 2.430 -1.637 0.594 0.03
H 3.780 0.591 1.788 -0.17
C -3.036 -0.148 0.692 -0.39
S -3.347 0.887 -0.910 0.29
S -2.086 2.513 -0.565 0.25
H -2.761 0.601 1.398 -0.01
H -4.069 -0.537 0.802 0.02
H -2.193 -0.852 0.498 0.03
H -2.747 3.089 0.452 -0.20

40
Properties=species:S:1:pos:R:3:lowdin_charge:R:1 method="wB97M-V/def2-TZVPD" homo_lumo_gap_ha=0.305 e_homo_ev=-24.8 lumo_ev=-16.5 total_charge=+4
Pt 0.354 -0.558 0.752 1.44
C -2.255 0.549 2.941 0.04
C -0.903 -0.001 2.729 -0.26
C -0.674 -1.421 2.699 0.00
C 0.620 -1.966 2.650 -0.01
C 1.733 -1.089 2.512 -0.04
C 1.541 0.327 2.513 -0.04
C 0.237 0.854 2.599 -0.02
H -2.372 0.590 4.041 0.16
H -3.051 -0.104 2.584 0.12
H -2.377 1.569 2.581 0.12
H -1.530 -2.088 2.753 0.17
H 0.755 -3.043 2.671 0.17
H 2.737 -1.494 2.420 0.17
H 2.396 0.991 2.430 0.17
H 0.089 1.931 2.599 0.17
C -0.618 3.342 -1.850 0.02
C 0.489 2.366 -1.907 -0.03
C 0.310 1.144 -3.380 0.17
C 0.365 0.944 -1.655 -0.34
C -0.823 0.351 -0.943 -0.03
C -0.986 -1.054 -0.925 -0.05
C 0.146 -1.929 -1.156 -0.22
C 0.013 -3.381 -1.335 0.05
C 1.428 -1.268 -1.042 -0.04
C 1.496 0.152 -1.062 -0.02
H -0.488 4.168 -2.553 0.14
H -0.540 3.798 -0.847 0.15
H -1.615 2.915 -1.963 0.12
H 1.499 2.762 -2.030 0.19
H -0.687 0.866 -3.723 0.15
H 1.148 0.600 -3.820 0.15
H 0.462 2.185 -3.749 0.16
H -1.662 0.979 -0.658 0.16
H -1.954 -1.493 -0.700 0.17
H 0.889 -3.946 -1.015 0.13
H -0.054 -3.525 -2.431 0.17
H -0.910 -3.784 -0.918 0.13
H 2.329 -1.863 -0.908 0.17
H 2.462 0.624 -0.904 0.17

20
Properties=species:S:1:pos:R:3:lowdin_charge:R:1 method="wB97M-V/def2-TZVPD" homo_lumo_gap_ha="0.265 / 0.252" e_homo_ev="-7.2 / -7.1" lumo_ev="0.0 / -0.2"
C -0.322 0.890 -0.241 -0.23
C -0.993 -2.106 0.575 -0.24
C -1.322 0.911 -1.351 -0.03
C -0.216 2.104 0.615 -0.03
N 2.804 -0.675 0.279 0.00
C 0.721 -0.076 -0.287 -0.27
O -0.516 -0.863 0.977 -0.24
N 1.867 0.270 0.295 -0.03
H 3.626 -0.448 0.816 0.09
H 2.506 -1.647 0.292 0.10
H 0.670 -0.896 -1.013 0.12
H -2.085 -2.125 0.440 0.07
H -0.562 -2.448 -0.388 0.06
H -0.729 -2.888 1.305 0.08
H -1.093 2.137 1.271 0.10
H 0.648 2.083 1.274 0.08
H -2.326 0.828 -0.921 0.10
H -1.276 1.855 -1.899 0.09
H -1.201 0.082 -2.048 0.09
H -0.202 3.011 0.009 0.09

48
Properties=species:S:1:pos:R:3:lowdin_charge:R:1 method="wB97M-V/def2-TZVPD" homo_lumo_gap_ha=0.288 e_homo_ev=-7.1 lumo_ev=0.7
C 5.431 0.701 -2.048 -0.06
C 4.421 1.078 -1.003 -0.27
C 4.956 1.492 0.217 -0.03
C 4.102 1.974 1.194 -0.26
C 4.643 2.549 2.518 -0.05
C 2.727 1.948 1.010 0.00
C 2.157 1.495 -0.190 -0.22
N 0.759 1.576 -0.399 -0.11
C 0.280 2.367 -1.535 -0.05
C -0.158 0.801 0.319 -0.20
C -1.560 0.562 0.002 0.02
C -2.069 -0.292 0.952 -0.18
C -3.423 -0.895 0.946 -0.34
O -4.042 -1.005 1.991 0.06
N -3.955 -1.486 -0.233 -0.05
C -3.178 -1.690 -1.421 -0.19
C -3.826 -2.912 -2.012 -0.17
C -5.284 -2.884 -1.524 -0.16
C -5.206 -2.205 -0.174 -0.16
N -1.094 -0.576 1.869 -0.09
C -1.239 -1.442 3.047 -0.02
C 0.068 0.059 1.442 -0.03
C 3.032 1.069 -1.219 0.03
H 4.927 0.272 -2.914 0.07
H 6.005 1.582 -2.312 0.08
H 6.121 -0.052 -1.657 0.08
H 6.035 1.487 0.360 0.12
H 4.206 3.509 2.740 0.07
H 4.484 1.861 3.355 0.07
H 5.770 2.584 2.464 0.09
H 2.075 2.329 1.807 0.13
H -0.768 2.726 -1.407 0.09
H 0.881 3.258 -1.647 0.08
H 0.333 1.759 -2.452 0.08
H -2.092 0.921 -0.835 0.09
H -2.133 -1.931 -1.207 0.13
H -3.229 -0.824 -2.073 0.11
H -3.343 -3.812 -1.615 0.12
H -3.762 -2.930 -3.118 0.12
H -5.699 -3.864 -1.422 0.10
H -5.933 -2.354 -2.248 0.12
H -6.066 -1.567 0.014 0.12
H -5.160 -2.924 0.623 0.12
H -1.399 -2.481 2.691 0.09
H -0.302 -1.453 3.659 0.09
H -2.094 -1.104 3.685 0.10
H 1.045 -0.097 1.916 0.12
H 2.551 0.819 -2.151 0.11

24
Properties=species:S:1:pos:R:3:lowdin_charge:R:1 method="wB97M-V/def2-TZVPD" homo_lumo_gap_ha="0.077 / 0.319" e_homo_ev="1.2 / -5.5" spin_multiplicity=2 lumo_ev="3.3 / 3.2" total_charge=-1
C 1.107 -1.052 -2.767 -0.11
C 1.626 -0.932 -1.336 -0.46
C 0.809 0.014 -0.447 -0.23
C 1.639 1.152 0.131 -0.27
C -0.098 2.835 0.664 -0.24
N 0.927 1.927 1.145 -0.14
N 1.724 -2.249 -0.654 0.00
H 0.020 -1.011 -2.814 0.06
H 1.466 -1.951 -3.259 0.06
H 1.423 -0.161 -3.318 0.07
H 2.679 -0.648 -1.320 0.12
H -0.070 0.416 -0.945 0.09
H 0.480 -0.587 0.396 0.08
H 2.543 0.782 0.622 0.11
H 1.934 1.868 -0.641 0.11
H -1.101 2.566 1.009 0.02
H 0.073 3.847 1.080 0.05
H -0.083 3.017 -0.401 0.06
H 0.690 1.470 2.007 0.08
H 0.850 -2.763 -0.597 0.05
H 2.372 -2.840 -1.154 0.05
H -6.528 -0.530 2.681 -0.04
H -5.309 -1.449 2.550 -0.08
O -6.223 -1.420 2.907 -0.45